Record 1
{"formula": "C5H19NO7", "method": "ωB97M-V/def2-TZVPD", "symbols": ["C", "C", "O", "N", "C", "C", "C", "O", "H", "H", "H", "H", "H", "H", "H", "H", "H", "O", "H", "H", "O", "H", "H", "O", "H", "H", "O", "H", "H", "O", "H", "H"], "xyz": [[-0.865, 1.268, -2.450], [-0.617, 1.554, -0.965], [-0.192, 2.637, -0.640], [-0.980, 0.460, -0.137], [-0.940, -0.921, -0.651], [-0.475, -1.794, 0.553], [-2.334, -1.341, -1.143], [-2.392, -2.048, -2.114], [-0.393, 2.031, -3.074], [-1.907, 1.246, -2.703], [-0.451, 0.325, -2.804], [-0.901, 0.479, 0.878], [-0.303, -0.957, -1.510], [0.460, -2.186, 0.182], [-0.420, -1.290, 1.521], [-1.236, -2.505, 0.877], [-3.220, -0.894, -0.643], [2.029, -1.713, -1.669], [2.426, -2.546, -1.417], [1.507, -1.951, -2.455], [-1.333, 0.367, 3.131], [-0.665, 0.129, 3.801], [-1.374, 1.326, 3.245], [-1.015, 2.809, 2.205], [-1.311, 2.755, 1.299], [-0.082, 3.058, 2.194], [3.553, 0.300, -0.677], [2.799, 0.844, -0.933], [3.311, -0.585, -1.024], [2.200, -0.502, 2.620], [2.698, -0.782, 1.838], [2.425, 0.425, 2.664]], "lowdin_charge": [0.01, -0.47, 0.05, 0.10, -0.32, -0.01, -0.21, 0.06, 0.09, 0.08, 0.07, 0.09, 0.08, 0.06, 0.06, 0.09, 0.14, -0.05, 0.06, 0.08, -0.08, 0.05, 0.00, -0.05, 0.02, 0.07, -0.08, 0.03, 0.00, -0.06, 0.03, 0.03], "e_lumo_ha": 0.001, "e_homo_ev": -9.617, "smiles": "CC(=O)N[C@@H](C)C=O.O.O.O.O.O", "e_above_lowest_kcal_mol": 33.3, "multiplicity": 1, "orbital_gap_ev": 9.638}

***

Record 2
{"formula": "C5H20ClN10O5", "method": "ωB97M-V/def2-TZVPD", "symbols": ["Cl", "C", "O", "N", "N", "H", "H", "H", "H", "C", "O", "N", "N", "H", "H", "H", "H", "C", "O", "N", "N", "H", "H", "H", "H", "C", "O", "N", "N", "H", "H", "H", "H", "C", "O", "N", "N", "H", "H", "H", "H"], "xyz": [[-0.131, 0.037, 0.619], [-2.670, 0.486, -2.360], [-3.591, 0.485, -3.198], [-1.743, -0.453, -2.195], [-2.416, 1.622, -1.646], [-1.018, -0.322, -1.501], [-1.664, -1.204, -2.857], [-2.917, 2.472, -1.808], [-1.829, 1.448, -0.836], [-1.243, 1.292, 4.263], [-1.792, 1.472, 5.356], [-0.283, 0.398, 3.992], [-1.691, 1.766, 3.063], [0.097, -0.108, 4.771], [0.080, 0.447, 3.051], [-2.557, 2.271, 3.072], [-1.195, 1.424, 2.248], [1.627, 0.932, -3.808], [2.640, 0.362, -3.442], [0.641, 1.406, -3.020], [1.279, 0.996, -5.164], [-0.168, 1.831, -3.435], [0.470, 0.989, -2.119], [1.872, 0.412, -5.726], [0.341, 1.265, -5.384], [-1.173, -3.357, 2.667], [-0.118, -2.871, 3.069], [-1.732, -3.134, 1.452], [-1.841, -4.207, 3.484], [-1.517, -2.390, 0.809], [-2.586, -3.645, 1.311], [-1.454, -4.359, 4.397], [-2.646, -4.769, 3.274], [4.399, 0.781, -0.316], [5.619, 0.601, -0.322], [3.784, 1.885, -0.813], [3.494, -0.076, 0.236], [4.373, 2.615, -1.169], [2.800, 2.003, -0.672], [3.937, -0.905, 0.592], [2.520, 0.102, 0.064]], "lowdin_charge": [-0.11, -0.71, -0.03, 0.14, 0.14, -0.06, 0.11, 0.10, 0.02, -0.71, -0.03, 0.15, 0.12, 0.11, 0.00, 0.09, -0.04, -0.67, 0.03, 0.16, 0.13, 0.08, 0.04, 0.09, 0.08, -0.69, 0.00, 0.16, 0.13, 0.04, 0.08, 0.10, 0.09, -0.69, -0.02, 0.15, 0.15, 0.10, 0.08, 0.10, 0.00], "e_lumo_ha": 0.099, "e_homo_ev": -6.670, "e_above_lowest_kcal_mol": 28.9, "total_charge": -1, "multiplicity": 1, "orbital_gap_ev": 9.353}

***

Record 3
{"formula": "C5H20N10O5", "method": "ωB97M-V/def2-TZVPD", "symbols": ["C", "O", "N", "N", "H", "H", "H", "H", "C", "O", "N", "N", "H", "H", "H", "H", "C", "O", "N", "N", "H", "H", "H", "H", "C", "O", "N", "N", "H", "H", "H", "H", "C", "O", "N", "N", "H", "H", "H", "H"], "xyz": [[-0.312, -0.897, 3.788], [0.661, -0.286, 3.505], [-0.407, -2.202, 3.953], [-1.438, -0.367, 4.030], [-1.336, -2.538, 4.166], [0.487, -2.671, 3.944], [-2.239, -0.975, 3.945], [-1.560, 0.625, 3.883], [4.529, 2.383, -1.717], [4.427, 1.812, -0.624], [4.373, 3.638, -1.861], [4.796, 1.724, -2.791], [4.555, 3.914, -2.816], [4.291, 4.241, -1.056], [4.840, 0.745, -2.547], [4.709, 2.069, -3.737], [-3.576, -0.596, 0.451], [-3.489, -1.793, 0.563], [-3.019, 0.079, -0.541], [-4.209, 0.158, 1.266], [-3.475, 0.951, -0.772], [-2.434, -0.459, -1.164], [-4.414, 1.140, 1.152], [-4.562, -0.189, 2.146], [-0.949, -2.348, -2.647], [-1.457, -3.463, -2.755], [-1.239, -1.288, -3.356], [-0.108, -2.005, -1.794], [-0.884, -0.347, -3.269], [-1.975, -1.490, -4.019], [0.076, -1.012, -1.799], [-0.028, -2.693, -1.059], [0.594, 0.645, -0.074], [0.340, 0.829, -1.275], [-0.325, 0.239, 0.736], [1.759, 0.649, 0.537], [-1.227, 0.210, 0.283], [-0.093, 0.081, 1.706], [2.644, 0.806, 0.077], [1.675, 0.683, 1.543]], "mulliken_spin": [1.34, -0.43, -0.18, 0.42, -0.18, -0.04, -0.27, -0.46, 0.10, -0.03, 0.00, -0.01, -0.01, -0.01, -0.01, -0.01, 2.52, -0.63, -0.25, 0.43, -0.26, 0.12, -0.80, -0.40, 0.05, 0.00, -0.01, -0.04, -0.01, 0.00, 0.01, 0.00, 0.66, -0.20, -0.33, -0.21, -0.01, 0.07, 0.03, 0.02], "e_lumo_ha": [0.080, 0.077], "e_homo_ev": [0.553, -6.447], "e_above_lowest_kcal_mol": 29.8, "total_charge": -1, "multiplicity": 2, "orbital_gap_ev": [1.611, 8.544]}

***

Record 4
{"formula": "C5H20N10O5", "method": "ωB97M-V/def2-TZVPD", "symbols": ["N", "C", "N", "O", "H", "H", "H", "H", "N", "C", "N", "O", "H", "H", "H", "H", "N", "C", "N", "O", "H", "H", "H", "H", "N", "C", "N", "O", "H", "H", "H", "H", "N", "C", "N", "O", "H", "H", "H", "H"], "xyz": [[17.597, -26.172, -9.626], [16.755, -27.184, -9.753], [17.160, -28.242, -9.239], [15.635, -27.007, -10.138], [18.566, -26.290, -9.363], [17.331, -25.198, -9.662], [16.496, -29.002, -9.283], [18.088, -28.465, -8.910], [22.418, -28.987, -11.424], [22.935, -27.860, -11.806], [22.434, -27.501, -12.957], [23.788, -27.302, -11.108], [22.714, -29.260, -10.497], [21.723, -29.502, -11.944], [22.776, -26.620, -13.314], [21.706, -28.100, -13.320], [16.977, -24.323, -14.710], [16.948, -23.013, -14.781], [16.315, -22.531, -13.776], [17.425, -22.387, -15.672], [17.568, -24.899, -15.294], [16.755, -24.725, -13.811], [16.094, -21.565, -13.973], [15.642, -23.164, -13.368], [19.278, -29.987, -3.705], [20.184, -29.243, -4.210], [20.224, -28.061, -3.682], [20.952, -29.642, -5.020], [18.615, -29.490, -3.128], [19.045, -30.882, -4.112], [19.434, -27.707, -3.162], [21.037, -27.516, -3.933], [10.521, -29.071, -11.985], [9.983, -28.945, -13.202], [10.208, -27.728, -13.725], [9.280, -29.791, -13.768], [10.609, -30.028, -11.675], [10.967, -28.320, -11.478], [11.013, -27.137, -13.574], [9.755, -27.582, -14.615]], "lowdin_charge": [0.15, -0.85, 0.18, 0.04, 0.10, 0.11, 0.13, 0.13, 0.14, -0.78, 0.16, 0.01, 0.12, 0.11, 0.13, 0.11, 0.15, -0.84, 0.16, 0.07, 0.12, 0.10, 0.13, 0.11, 0.17, -0.87, 0.16, 0.06, 0.11, 0.13, 0.11, 0.13, 0.15, -0.72, 0.14, 0.01, 0.11, 0.11, 0.10, 0.11], "e_lumo_ha": -0.005, "e_homo_ev": -9.803, "smiles": "NC(N)=O.NC(N)=O.NC(N)=O.NC(N)=O.NC(N)=O", "e_above_lowest_kcal_mol": 84.7, "multiplicity": 1, "orbital_gap_ev": 9.671}

***

Record 5
{"formula": "C5H20N10O5Tl", "method": "ωB97M-V/def2-TZVPD", "symbols": ["Tl", "C", "O", "N", "N", "H", "H", "H", "H", "C", "O", "N", "N", "H", "H", "H", "H", "C", "O", "N", "N", "H", "H", "H", "H", "C", "O", "N", "N", "H", "H", "H", "H", "C", "O", "N", "N", "H", "H", "H", "H"], "xyz": [[-1.374, 1.081, -0.010], [0.687, -1.847, 1.679], [0.275, -0.680, 1.488], [0.004, -2.934, 1.216], [1.925, -2.079, 2.170], [-0.967, -2.803, 0.995], [0.320, -3.853, 1.484], [2.437, -1.272, 2.479], [2.202, -3.023, 2.379], [0.210, 3.023, 3.005], [-0.566, 2.258, 2.365], [0.463, 2.761, 4.307], [0.761, 4.122, 2.459], [0.306, 1.828, 4.647], [1.174, 3.347, 4.717], [0.458, 4.340, 1.527], [1.254, 4.790, 3.028], [0.192, -1.265, -2.525], [0.317, -0.435, -1.571], [-0.050, -2.572, -2.310], [0.329, -0.837, -3.797], [-0.090, -2.831, -1.337], [-0.276, -3.186, -3.075], [0.390, 0.160, -3.929], [0.138, -1.444, -4.579], [2.611, 1.708, -0.438], [1.363, 1.668, -0.325], [3.222, 2.820, -0.897], [3.411, 0.748, 0.069], [2.705, 3.665, -1.062], [4.182, 2.779, -1.200], [4.409, 0.875, 0.080], [2.984, 0.014, 0.602], [-4.036, -1.092, -1.709], [-3.108, -0.242, -1.557], [-4.312, -1.984, -0.722], [-4.917, -1.007, -2.706], [-3.646, -1.994, 0.030], [-4.780, -2.859, -0.899], [-5.820, -1.451, -2.665], [-4.787, -0.297, -3.409]], "lowdin_charge": [1.48, -0.59, -0.05, 0.19, 0.21, 0.11, 0.13, 0.12, 0.13, -0.57, -0.04, 0.23, 0.22, 0.14, 0.14, 0.12, 0.14, -0.56, -0.05, 0.24, 0.24, 0.10, 0.14, 0.14, 0.14, -0.58, -0.04, 0.21, 0.22, 0.13, 0.13, 0.13, 0.09, -0.60, -0.13, 0.20, 0.22, 0.10, 0.13, 0.14, 0.14], "e_lumo_ha": -0.555, "e_homo_ev": -18.811, "e_above_lowest_kcal_mol": 78.0, "total_charge": 3, "multiplicity": 1, "orbital_gap_ev": 3.705}

***

Record 6
{"formula": "C5H20N11O8Tl", "method": "ωB97M-V/def2-TZVPD", "symbols": ["Tl", "N", "O", "O", "O", "C", "O", "N", "N", "H", "H", "H", "H", "C", "O", "N", "N", "H", "H", "H", "H", "C", "O", "N", "N", "H", "H", "H", "H", "C", "O", "N", "N", "H", "H", "H", "H", "C", "O", "N", "N", "H", "H", "H", "H"], "xyz": [[26.429, -18.381, 27.514], [29.355, -19.980, 30.030], [29.533, -21.154, 29.802], [28.356, -19.405, 29.556], [29.986, -19.303, 30.834], [26.139, -14.379, 26.621], [26.351, -15.589, 26.730], [27.016, -13.463, 26.865], [24.980, -13.847, 26.464], [27.903, -13.906, 27.058], [26.892, -12.461, 26.864], [24.184, -14.467, 26.409], [24.983, -12.882, 26.167], [28.394, -17.477, 24.056], [27.608, -17.571, 24.967], [28.299, -17.796, 22.798], [29.590, -17.058, 24.253], [29.039, -17.511, 22.172], [27.405, -18.045, 22.399], [29.841, -16.927, 25.222], [30.364, -16.952, 23.612], [23.881, -16.946, 24.578], [24.445, -17.358, 25.533], [24.511, -16.452, 23.513], [22.565, -16.892, 24.447], [24.036, -16.017, 22.735], [25.516, -16.507, 23.593], [22.174, -17.263, 25.301], [22.117, -16.577, 23.598], [30.304, -17.283, 27.667], [29.096, -17.268, 27.439], [31.047, -16.239, 28.092], [31.098, -18.277, 27.429], [30.474, -15.460, 28.385], [32.018, -16.385, 28.328], [32.108, -18.274, 27.431], [30.600, -19.141, 27.267], [25.541, -20.798, 24.285], [26.033, -20.104, 25.214], [24.477, -21.595, 24.486], [26.276, -21.188, 23.272], [23.988, -21.928, 23.667], [23.980, -21.419, 25.347], [25.691, -21.754, 22.674], [27.266, -21.000, 23.196]], "mulliken_spin": [0.00, -0.03, 0.16, 0.50, 0.37, 0.00, 0.00, 0.00, 0.00, 0.00, 0.00, 0.00, 0.00, 0.00, 0.00, 0.00, 0.00, 0.00, 0.00, 0.00, 0.00, 0.00, 0.00, 0.00, 0.00, 0.00, 0.00, 0.00, 0.00, 0.00, 0.00, 0.00, 0.00, 0.00, 0.00, 0.00, 0.00, 0.00, 0.00, 0.00, 0.00, 0.00, 0.00, 0.00, 0.00], "e_lumo_ha": [-0.092, -0.239], "e_homo_ev": [-11.748, -11.748], "total_charge": 1, "multiplicity": 2, "orbital_gap_ev": [9.235, 5.254]}

***

Number 1: calculated total energy -783.3288 hartree. Number 2: calculated total energy -1586.7855 hartree. Number 3: calculated total energy -1126.3565 hartree. Number 4: calculated total energy -1126.3663 hartree. Number 5: calculated total energy -1297.8227 hartree. Number 6: calculated total energy -1578.9810 hartree.